# 1
DFT (wB97M-V/def2-TZVPD) results for an isolated ion of composition C9H15NO2P and charge +1.

**SMILES string**: CC1=C(O)C=[NH+]C(=O)C1=P(C)(C)C

Structure (ORCA input):
```
! wB97M-V def2-TZVPD RIJCOSX def2/J DEFGRID3
* xyz 1 1
C -0.86 -1.74 -0.02
C -0.37 -0.37 0.00
H 1.59 1.87 1.29
H -1.42 2.63 -0.86
O -0.15 -2.73 -0.08
N -2.23 -1.87 0.03
H 1.57 1.36 -1.85
P 1.44 -0.23 0.01
H 3.10 0.50 -1.57
C -1.23 0.70 -0.02
H -4.15 -1.06 0.08
O -3.44 1.54 0.02
H 0.23 2.25 -0.32
H 1.75 -0.33 -2.36
H 1.66 0.42 2.31
C -3.10 -0.83 0.05
H 3.41 -1.49 0.37
H 2.20 -2.46 -0.52
C -2.63 0.46 0.02
C 1.98 0.86 1.36
C 2.35 -1.76 0.29
H 2.02 -2.23 1.21
H -2.58 -2.82 0.02
H -4.37 1.30 0.04
H 3.07 0.89 1.35
C 2.02 0.40 -1.60
H -1.06 2.62 0.85
C -0.82 2.13 -0.09
*
```



# 2
DFT (wB97M-V/def2-TZVPD) results for a 2-piece molecular cluster, C9H15NO3S overall.

**Energy above the lowest of the compared OMol25 structures with the same formula, charge and spin**: 561.5 kJ/mol
**SMILES string**: C=CCS/C(=C\C)C(C)=O.C=[N+]([O-])O

Structure (ORCA input):
```
! wB97M-V def2-TZVPD RIJCOSX def2/J DEFGRID3
* xyz 0 1
H 1.92 -1.46 -1.27
S 0.56 -1.79 0.59
H 1.90 1.53 -1.04
C -1.12 -0.17 2.50
H -1.42 0.47 3.28
H -3.42 1.79 -1.68
H 0.50 2.49 0.02
H -2.20 -0.79 -1.96
O -0.49 0.21 -2.00
C 3.30 -1.59 0.34
O -3.39 -0.62 0.41
C 1.94 -2.01 -0.37
H 4.91 -0.41 0.73
C 0.08 0.65 -1.00
H 3.98 0.12 -0.76
C 0.84 1.96 -0.94
C -3.55 1.31 -0.80
H -0.44 -0.98 2.89
H 3.57 -2.21 1.18
C 4.09 -0.54 0.07
H -1.03 1.56 0.98
H 0.51 2.52 -1.78
C -0.67 0.50 1.26
H -3.63 1.87 0.06
C 0.00 -0.06 0.32
H -2.12 -0.60 2.30
O -3.18 -0.64 -1.93
N -3.37 -0.01 -0.71
H 1.91 -3.11 -0.69
*
```



# 3
DFT (wB97M-V/def2-TZVPD) results for one molecule with the formula C9H16.

**Energy above the lowest of the compared OMol25 structures with the same formula, charge and spin**: 111.2 kJ/mol
**SMILES string**: C=C(C)/C(=C/CC)CC

Structure (ORCA input):
```
! wB97M-V def2-TZVPD RIJCOSX def2/J DEFGRID3
* xyz 0 1
C 1.41 -1.02 -0.21
H -4.06 0.17 0.88
H -3.47 -1.54 0.46
C 0.78 2.21 0.52
H -2.75 0.20 -1.14
H 2.11 -2.93 -0.09
H 3.62 -1.25 0.07
H -0.11 2.30 1.06
H 1.12 3.25 0.35
H 3.12 -0.02 -1.10
H -2.06 1.24 0.06
H -1.16 -1.61 0.03
C 1.24 -2.35 -0.36
H -2.78 -0.50 1.83
C -1.07 -0.56 -0.23
H 1.44 1.44 -1.39
C 0.52 1.33 -0.76
C 2.87 -0.45 -0.09
H 2.91 0.11 0.84
H 1.44 1.53 1.04
H 0.40 -2.89 -0.81
H -0.34 1.70 -1.35
C -3.18 -0.51 0.83
C 0.26 -0.04 -0.33
C -2.27 0.21 -0.10
*
```



# 4
DFT (wB97M-V/def2-TZVPD) results for one molecule with the formula C9H16BNO.

**Energy above the lowest of the compared OMol25 structures with the same formula, charge and spin**: 24.2 kJ/mol
**SMILES string**: COB1C=CC=CN1C(C)(C)C

Structure (ORCA input):
```
! wB97M-V def2-TZVPD RIJCOSX def2/J DEFGRID3
* xyz 0 1
B 0.25 1.01 1.01
H -1.12 -2.89 0.25
H 1.36 0.18 -2.35
H 0.04 0.40 3.33
C -0.94 0.78 3.03
C 2.03 2.41 0.00
H 0.55 -2.81 0.32
H 1.16 2.74 1.95
C -0.31 -2.15 0.37
H -0.21 -1.53 1.27
H -1.21 1.83 3.58
C 1.21 0.60 -1.40
C 2.04 1.69 -1.16
C -1.83 -0.54 -0.97
H -1.88 0.42 -1.55
H 0.70 -2.66 -1.96
H -1.74 0.10 3.31
C 1.25 2.09 1.07
H -1.02 -2.45 -2.09
H -2.53 -1.20 -1.54
C -0.09 -1.88 -1.98
H -2.20 -0.38 0.07
H 2.58 2.24 -1.99
C -0.36 -1.09 -0.77
H 2.61 3.40 -0.11
O -0.92 0.86 1.59
N 0.50 -0.01 -0.49
H 0.07 -1.15 -2.79
*
```



# 5
DFT (wB97M-V/def2-TZVPD) results for a 2-piece molecular cluster, C9H16Br3Cl3F3N5P overall.

Structure (ORCA input):
```
! wB97M-V def2-TZVPD RIJCOSX def2/J DEFGRID3
* xyz 1 1
Cl -5.08 -3.76 -2.12
C -5.11 -3.16 -0.45
H 0.27 -1.60 -2.16
H 3.49 2.52 -1.03
H 3.01 -1.76 -1.50
H -1.36 -0.40 -1.35
C 3.59 0.27 -1.41
F -3.89 0.22 -0.40
C 2.00 -0.79 0.01
H 1.55 1.63 3.28
H 1.49 3.93 1.21
C -2.63 0.34 0.27
C -1.71 -0.80 -0.36
C -2.12 1.81 -0.08
H 3.71 3.34 1.68
C 3.45 1.53 -0.47
Br 2.80 0.60 -3.23
Cl -6.42 -3.91 0.46
H -2.35 -1.73 -0.43
H 4.70 0.15 -1.62
H -0.33 -0.11 1.20
P 2.35 2.89 1.74
N 0.81 -1.31 -0.25
H 1.28 1.61 -0.14
N 2.22 0.10 1.12
H 4.38 1.55 0.20
N 1.86 2.61 3.23
C 2.20 1.46 0.53
N 3.16 -1.02 -0.81
Cl -3.55 -3.46 0.34
N 0.62 -2.14 -1.37
Br -3.02 0.08 2.19
Br -3.62 3.06 0.34
H -0.05 -2.88 -1.12
H 1.60 -0.04 1.91
H -0.66 -1.95 1.22
C -0.41 -1.04 0.57
F -1.87 1.99 -1.44
H -5.28 -2.08 -0.48
F -1.05 2.23 0.72
*
```



# 6
DFT (wB97M-V/def2-TZVPD) results for C9H16CoOP as an isolated structure.

**Energy above the lowest of the compared OMol25 structures with the same formula, charge and spin**: 31.1 kJ/mol

Structure (ORCA input):
```
! wB97M-V def2-TZVPD RIJCOSX def2/J DEFGRID3
* xyz -1 4
H -0.54 -3.30 -2.02
H 0.69 1.69 -1.93
H -0.90 0.29 5.04
H -0.91 2.79 1.18
C -0.17 -1.77 -0.56
C -0.33 -2.23 -1.85
P 0.20 2.21 0.49
H 0.15 0.49 -3.88
H 1.80 -0.74 2.32
C -1.08 0.24 2.86
C -0.28 0.23 4.15
H 1.28 2.51 1.37
H -0.26 -2.50 0.27
H 0.39 3.26 -0.45
H 0.75 -2.18 2.12
H -1.38 1.24 2.52
Co -0.04 -0.04 -0.11
C 0.49 -1.09 4.02
C -0.24 -1.41 -2.99
H -0.39 -1.86 -3.97
O -0.19 -0.35 1.87
C 0.36 0.64 -1.76
H 1.37 -1.15 4.66
C 0.09 -0.05 -2.93
H -0.18 -1.92 4.28
H 0.43 1.08 4.18
C 0.81 -1.17 2.53
H -1.95 -0.41 2.92
*
```



# 7
DFT (wB97M-V/def2-TZVPD) results for C9H16CsN4O4Te as an isolated structure.

**Energy above the lowest of the compared OMol25 structures with the same formula, charge and spin**: 2.9 kJ/mol

Structure (ORCA input):
```
! wB97M-V def2-TZVPD RIJCOSX def2/J DEFGRID3
* xyz -1 1
O 1.73 2.54 -1.91
N -2.65 0.24 -0.49
Te 1.54 -0.55 -2.83
H -1.70 1.81 0.63
H 2.54 -1.56 -5.17
N -2.84 -1.04 -0.16
H 0.76 -0.77 0.92
H 0.60 1.64 1.73
C 0.84 1.22 2.71
O -0.39 3.52 0.51
O -1.00 3.64 -1.64
C -0.26 3.25 -0.69
H 0.49 1.92 3.46
H 0.42 -0.49 3.93
C -1.32 -0.10 2.82
H 1.92 1.15 2.78
O 0.51 1.01 -0.84
H 0.99 -2.34 -4.85
C 0.21 -0.15 2.90
H -1.69 0.81 3.29
H -0.49 -2.32 -2.54
C 1.93 -2.01 -4.40
C 0.80 2.21 -1.15
C -2.04 0.79 0.54
H 2.45 -2.88 -4.01
C 0.27 -1.96 -1.85
H 0.85 -2.79 -1.48
C 0.80 -1.17 1.93
H -0.22 -1.45 -1.02
N -2.40 -1.29 1.01
H -1.76 -0.96 3.32
H 1.85 -1.34 2.17
N -1.88 -0.15 1.48
H 0.27 -2.12 1.96
Cs -1.16 1.66 -3.08
*
```



# 8
DFT (wB97M-V/def2-TZVPD) results for a 2-piece molecular cluster, C9H16F2Si2 overall.

Structure (ORCA input):
```
! wB97M-V def2-TZVPD RIJCOSX def2/J DEFGRID3
* xyz 0 1
C 1.17 2.43 -0.34
H 2.11 2.17 -0.77
H 2.91 0.52 2.10
H -1.97 -2.77 -4.62
H -1.59 -4.41 -4.91
H -1.97 -0.14 0.24
C 1.03 -1.49 0.30
C 0.17 -0.39 0.62
C -1.05 -2.31 -0.04
H -1.42 2.49 1.00
C -0.82 2.35 1.91
Si -2.00 -4.00 -2.45
H -1.62 2.00 2.74
Si 0.69 1.30 1.14
C -1.06 -0.84 0.26
C 2.12 1.28 2.42
C -1.40 -3.51 -4.14
H 1.61 0.87 3.34
H 2.00 -1.66 0.66
H -0.36 -3.32 -4.10
C 0.30 -2.62 0.03
H 0.88 -3.54 -0.24
H -1.99 -3.03 0.03
H 0.31 2.56 -1.15
H 2.37 2.35 2.66
H 1.29 3.45 0.09
F -3.48 -4.45 -2.43
H -0.61 3.44 2.33
F -1.37 -5.32 -1.80
*
```



Taking the records one at a time from the top gives electronic energy values of -24445.075, -28037.782, -9590.059, -13805.545, -282168.841, -58549.470, -31585.508, -30781.959 eV.